1.
The following is a quantum chemistry calculation of a molecular structure, C19H41NO10S4 at a distorted geometry, from the OMol25 dataset.

Geometry as XYZ:
```
75
Properties=species:S:1:pos:R:3:forces:R:3
C -5.13974 -0.36432 -0.16017 -0.1 2.1 0.4
C -4.99273 1.15631 -0.46443 -4.2 -0.8 1.5
O -6.00194 1.83647 -0.26583 3.4 -0.4 -1.0
N -3.63880 1.66152 -0.80379 -1.8 -0.5 -2.3
H -2.94340 1.08504 -0.27693 1.7 -0.8 1.4
H -3.51507 1.20118 -1.74791 0.5 0.7 0.1
C -3.47151 3.13914 -0.82563 3.3 -2.6 -9.2
H -6.13385 -0.79709 0.00837 0.2 0.9 -0.4
H -4.57531 -0.40587 0.72904 0.4 0.1 2.1
H -4.50095 -1.02553 -0.61681 1.3 -1.4 -2.3
H -2.43002 3.50679 -1.15975 -1.3 -1.4 0.5
H -3.56575 3.39114 0.04536 -1.5 3.4 9.4
H -4.10115 3.60443 -1.55178 -1.0 0.1 0.0
O -1.85747 0.24782 0.42766 -1.6 2.0 -1.2
H -1.25572 -0.38945 0.72794 1.0 -1.3 0.6
C 1.70358 3.67828 0.34103 -2.7 -3.1 0.8
C 1.47975 2.22415 1.13555 -4.9 3.7 2.1
C 2.75806 1.68724 1.34820 3.4 1.4 -0.9
S 3.60363 1.87398 -0.27174 -0.6 2.0 1.8
O 3.31660 0.74560 -1.05554 -0.8 -2.0 -1.7
O 4.93785 2.32715 -0.12059 1.5 0.2 0.3
C 2.63771 3.29512 -0.84733 -1.1 0.9 0.3
H 2.27392 4.15472 1.07288 0.9 1.6 0.8
H 0.64508 4.18598 0.25589 2.4 -0.9 -0.5
H 0.71836 1.74144 0.60383 -0.6 -1.6 -1.2
H 0.87556 2.26499 2.22260 1.7 0.7 -2.6
H 2.87478 0.71502 1.67213 0.2 -2.2 0.6
H 3.27023 2.38787 2.02557 0.3 -0.5 -0.1
H 2.18402 2.97937 -1.80192 -0.1 0.3 0.6
H 3.26902 4.17643 -1.00012 0.3 -0.6 -0.3
C 0.08479 -0.29792 3.43863 0.1 0.3 -2.9
C -0.67493 -1.61166 3.58337 -0.8 0.6 -3.7
C -0.92213 -1.88336 4.91638 -0.4 -0.3 6.4
S 0.59707 -1.30027 5.63158 -0.2 -3.1 -0.5
O 1.37006 -2.43731 5.97187 1.3 -1.5 0.4
O 0.28001 -0.37753 6.58114 -1.4 4.9 5.3
C 1.30804 -0.51113 4.31193 -2.9 -2.9 -2.0
H -0.57599 0.60997 3.58083 1.0 -1.0 0.1
H 0.48011 -0.34231 2.38341 -0.7 0.8 0.8
H -0.18802 -2.43870 3.11933 0.7 -0.4 -0.7
H -1.69246 -1.62276 3.33227 -1.2 0.6 -2.6
H -0.76706 -2.95412 5.21653 -1.4 0.8 -0.2
H -1.86552 -1.23381 5.34351 2.5 -2.0 -0.6
H 1.81801 -1.37562 3.94959 1.1 -0.1 -1.2
H 1.87470 0.25455 4.58154 2.4 3.3 1.2
C 0.23789 1.64773 -3.70204 -2.3 1.6 3.5
C 0.12257 1.10770 -5.07950 -3.2 1.4 0.1
C -0.77978 -0.07675 -5.01230 0.9 -3.0 -2.1
S -1.46854 -0.14688 -3.40299 -2.7 2.1 0.1
O -1.61371 -1.48906 -2.98936 -0.7 -1.8 0.5
O -2.72095 0.75316 -3.42878 3.2 -1.8 0.6
C -0.09364 0.60871 -2.53913 1.7 -0.2 -2.6
H -0.48541 2.47612 -3.41394 0.6 -0.7 -1.2
H 1.15615 2.09488 -3.57890 2.3 0.8 0.6
H 1.01087 0.82510 -5.48332 2.7 -0.5 -1.1
H -0.34729 1.88899 -5.70275 0.4 -0.3 0.1
H -0.15622 -1.07149 -5.16951 -1.3 1.8 0.7
H -1.50768 -0.11233 -5.84373 -0.1 0.1 0.9
H 0.81703 -0.09023 -2.53428 -1.7 0.4 0.5
H -0.42098 0.94742 -1.55366 0.1 0.1 -0.1
C 1.06461 -2.90402 -1.37239 0.4 2.1 -1.0
C 1.53202 -4.24938 -0.98811 0.5 -1.0 -7.4
C 2.79714 -4.15395 -0.34552 2.9 0.3 1.6
S 2.44237 -2.73415 0.74729 1.5 -0.7 -0.4
O 3.54416 -1.84966 0.47422 -0.3 0.8 0.7
O 2.12026 -3.18995 2.06807 0.0 0.1 0.7
C 0.97863 -2.18487 -0.07136 -2.1 2.4 0.3
H 0.16755 -2.73782 -1.96109 -0.3 -0.8 0.2
H 1.84328 -2.45931 -1.97888 0.5 0.4 -0.3
H 1.53007 -4.79619 -2.02155 -0.2 -0.2 2.4
H 0.98237 -4.51640 -0.23501 -4.4 -2.9 3.4
H 3.63224 -3.95356 -1.01879 0.0 0.5 0.3
H 3.10633 -4.96198 0.34747 -0.5 0.2 -0.5
H 1.02556 -1.06661 -0.13938 0.3 -0.8 0.0
H -0.06831 -2.36819 0.34153 1.7 -0.3 0.3
```
Forces are in eV/Å.

highest occupied orbital energy	-8.7	eV
energy above the lowest of the compared OMol25 structures with the same formula, charge and spin	0.00	kcal/mol
energy	-3148.075018	Eh
HOMO-LUMO gap	8.75	eV
maximum force	10.18	eV Å⁻¹
LUMO level	0.02	eV

***

2.
The following is a quantum chemistry calculation of a molecular structure, C19H42MnP2Si at a distorted geometry, from the OMol25 dataset.

Geometry as XYZ:
```
65
Properties=species:S:1:pos:R:3:forces:R:3
P -0.35628 3.20941 -0.40918 0.7 0.9 -3.9
P 0.90154 0.74573 -2.64236 2.8 -2.3 -0.7
C 1.11806 3.38231 -1.50111 0.3 0.5 0.4
C 1.00440 2.61691 -2.81749 -0.3 0.4 -0.9
H 2.03510 3.13133 -0.94428 -0.3 -0.2 -0.2
H 1.18474 4.45978 -1.71751 0.1 -0.1 0.2
H 0.13260 2.95471 -3.39695 0.0 0.2 0.2
H 1.87493 2.83735 -3.44545 -0.1 0.2 0.3
C 2.75613 0.63004 -3.27689 0.2 0.1 0.0
H 3.13365 -0.39863 -3.20738 0.0 0.2 -0.1
H 3.41285 1.28282 -2.68434 0.0 -0.1 0.0
H 2.83448 0.94792 -4.32296 0.1 0.0 0.1
C 0.40357 -0.00110 -4.29567 -0.6 0.9 -1.5
H 1.09630 0.28132 -5.09215 -0.1 0.0 -0.1
H -0.59795 0.32105 -4.60313 0.0 -0.1 -0.3
H 0.40137 -1.09569 -4.22702 0.1 0.4 0.1
C 0.06737 3.77673 1.24336 -0.2 -0.2 0.8
H -0.73048 3.51677 1.95385 0.2 0.1 -0.1
H 0.15759 4.87515 1.22367 -0.1 -0.4 -0.3
H 1.02183 3.36694 1.60669 -0.4 0.0 -0.3
C -1.49932 4.43693 -1.12623 0.0 0.3 0.4
H -1.87521 4.08130 -2.09704 0.2 0.0 0.4
H -0.98689 5.39938 -1.26845 -0.2 -0.2 0.1
H -2.34468 4.57319 -0.43864 0.1 0.0 -0.3
Mn -0.77640 -1.30574 3.13669 -0.7 1.3 -1.6
C 1.03361 -0.99993 -1.75931 -0.2 -0.9 -2.1
C 1.57305 0.15250 -1.02985 -0.8 3.2 2.0
C 0.93234 0.56278 0.28789 0.4 -0.6 0.4
C -0.59757 0.73986 0.27760 0.0 -0.3 0.4
C -1.12143 1.64912 -0.88574 -0.7 -1.8 2.6
C -0.93620 0.88979 -2.21048 0.5 0.4 0.1
C -1.46061 -0.54484 -2.14638 -0.4 -0.3 0.3
C -0.34826 -1.55279 -1.68438 -0.5 -0.5 0.5
C -2.50972 -0.18855 3.42449 0.4 0.2 0.3
H 1.77781 -1.65814 -2.19705 -0.1 -0.2 0.2
H 2.66512 0.22037 -0.93498 -0.4 -0.2 -0.1
H 1.44348 1.47623 0.64991 -0.2 -0.2 0.0
H 1.18705 -0.23531 1.00908 -0.3 0.3 0.3
H -1.08551 -0.23734 0.24548 0.1 0.2 -0.1
H -0.90163 1.15116 1.25141 0.0 0.1 -0.1
H -2.20464 1.77073 -0.71981 0.1 0.2 0.2
H -1.43690 1.44495 -3.02568 0.3 -0.2 0.3
H -1.80357 -0.86425 -3.13978 0.1 0.4 0.2
H -2.35637 -0.61553 -1.51271 0.1 -0.1 0.1
H -0.56605 -1.94883 -0.68602 -0.4 0.1 -0.3
H -0.39942 -2.43055 -2.35287 0.1 0.3 0.2
H -3.40500 -0.78934 3.20104 0.2 0.3 0.0
H -2.45829 0.68444 2.75888 -0.3 -0.1 0.3
H -2.52438 0.13540 4.47738 -0.4 0.2 -0.3
C 1.17464 -2.40227 4.08946 0.8 -0.6 0.7
Si 0.10730 -3.61697 3.11928 -0.4 0.4 -2.6
C 0.79714 -5.32246 2.87254 0.3 -0.5 0.7
C -1.58007 -3.44553 3.93414 -0.2 -1.1 0.8
C -0.24065 -2.63841 1.56593 0.4 -0.4 0.3
H 1.25612 -2.77375 5.12073 0.1 0.4 -0.1
H 0.84723 -1.33381 4.13923 0.7 -0.3 0.4
H 2.18142 -2.41967 3.64852 -0.2 0.3 0.1
H 1.23825 -5.74687 3.78457 -0.1 -0.1 -0.2
H 0.00969 -6.00555 2.52472 0.1 0.2 0.1
H 1.57844 -5.29941 2.09975 -0.2 0.2 0.2
H -2.08454 -2.44766 3.94016 -0.2 -1.0 0.3
H -2.23469 -4.14801 3.39930 -0.1 0.3 0.1
H -1.47976 -3.79633 4.97040 -0.4 0.2 0.0
H 0.62481 -2.43373 0.91483 -0.2 -0.1 0.3
H -1.06156 -3.00737 0.92822 0.2 0.0 0.5
```
Forces are in eV/Å.

expectation value of S²	8.768
highest occupied orbital energy (spin up / spin down)	-4.6 / -4.5	eV
energy above the lowest of the compared OMol25 structures with the same formula, charge and spin	79.97	kcal/mol
energy	-2872.028708	Eh
HOMO-LUMO gap (spin up / spin down)	4.63 / 4.38	eV
maximum force	4.02	eV Å⁻¹
LUMO level (spin up / spin down)	0.08 / -0.16	eV
spin multiplicity	6

***

3.
The following is a quantum chemistry calculation of a molecular structure, C19H42NO2P3SSm at a distorted geometry, from the OMol25 dataset.

Geometry as XYZ:
```
69
Properties=species:S:1:pos:R:3:forces:R:3
Sm -0.68547 1.13408 0.29081 -0.5 -0.9 -1.3
P 1.43266 0.86626 2.32941 0.9 -0.2 0.5
P 1.65870 1.79889 -1.14467 1.2 -0.1 -1.2
P -1.24875 -1.93409 2.12872 -0.1 0.1 -1.1
H -0.42740 -3.85289 -6.04886 -0.4 -0.1 0.2
C -1.44406 -4.09079 -5.72570 -0.5 0.3 -0.2
C -2.43425 -3.19011 -5.76853 0.4 -0.8 0.0
H -2.27365 -2.15276 -6.06159 -0.1 -0.3 -0.1
C 2.82374 -0.33370 2.30205 0.0 -0.1 0.0
C 2.35667 2.44927 2.38100 -0.1 0.2 0.0
C 0.93526 0.77532 4.09344 -0.2 0.1 0.1
C 1.17353 1.61581 -2.89660 -0.3 0.0 -0.1
C 2.41234 3.45154 -1.10611 -0.2 0.5 0.4
C 3.12562 0.69970 -1.07330 -0.1 -0.3 0.3
C -2.42247 -3.00414 1.30176 -0.2 -0.3 0.3
C -1.98260 -0.84436 3.36012 -0.2 0.1 0.5
C 0.27037 -2.74574 2.66774 0.3 -0.2 0.3
H -1.62566 -5.12494 -5.41567 0.0 0.4 -0.2
H -3.45862 -3.50358 -5.55607 0.3 0.3 0.1
H 3.44631 -0.14925 3.19072 -0.1 -0.1 -0.3
H 3.43102 -0.20411 1.39931 -0.2 -0.1 0.4
H 2.45840 -1.36828 2.32212 0.2 0.4 0.0
H 2.91617 2.47042 3.32414 0.0 0.1 -0.3
H 1.66327 3.29871 2.36243 0.2 -0.1 0.0
H 3.05720 2.55310 1.54590 -0.2 -0.1 0.2
H 1.74444 1.18603 4.70948 -0.2 -0.2 -0.1
H 0.73572 -0.25255 4.41869 0.1 0.3 0.0
H 0.03564 1.38288 4.25691 0.2 -0.1 0.1
H 1.86672 2.18356 -3.52997 -0.1 -0.1 0.1
H 0.15509 2.00290 -3.02955 0.2 0.0 -0.2
H 1.16705 0.56146 -3.20027 0.0 0.2 0.1
H 3.48089 3.39093 -1.33871 -0.2 0.0 0.0
H 2.28780 3.90256 -0.11678 0.1 0.1 -0.2
H 1.91901 4.09592 -1.83977 0.1 -0.1 0.1
H 3.79128 0.91409 -1.92180 -0.3 0.0 0.2
H 2.80585 -0.35250 -1.11997 0.1 0.3 -0.1
H 3.68008 0.86059 -0.13957 -0.1 0.0 -0.4
H -2.72449 -3.86245 1.91626 0.1 0.2 -0.1
H -1.98173 -3.35225 0.35932 0.0 0.1 0.2
H -3.29845 -2.39816 1.04308 0.1 -0.1 0.0
H -2.61564 -1.43015 4.04370 0.1 0.1 -0.2
H -2.60290 -0.05359 2.90707 0.0 -0.5 -0.1
H -1.21783 -0.34309 3.96387 -0.1 -0.3 -0.2
H 0.09100 -3.74459 3.10207 -0.2 0.4 -0.2
H 0.79346 -2.14813 3.42876 -0.3 -0.2 -0.3
H 0.94937 -2.87588 1.81140 -0.4 0.0 0.1
C -0.73837 -1.45724 -2.46549 1.6 -0.7 -1.0
C 0.11743 -2.45465 -1.96209 -0.2 0.5 -0.4
C 0.99534 -3.11320 -2.81595 0.3 -0.1 -0.3
C 1.11149 -2.72022 -4.15711 -0.1 0.0 0.1
C 0.29376 -1.69366 -4.64933 0.1 -0.3 0.1
C -0.65985 -1.10908 -3.82945 -0.1 -0.1 0.6
S -1.87336 -0.68991 -1.42767 -0.8 1.6 1.7
H -0.98002 -1.12709 0.94366 0.1 -0.5 0.7
H 0.07274 -2.68536 -0.89695 0.0 -0.2 -0.2
H 1.59078 -3.94636 -2.43482 -0.1 0.3 -0.2
H 1.78659 -3.25445 -4.83852 -0.2 0.3 0.4
H 0.34826 -1.38714 -5.69576 0.0 -0.2 0.3
H -1.38937 -0.40739 -4.22714 0.2 0.0 0.0
N -2.44496 4.55654 3.22170 -0.7 0.1 0.3
C -3.34205 3.73998 2.31075 -0.1 0.5 0.4
C -2.44733 2.81944 1.56667 1.4 -1.7 -1.3
O -2.84964 1.91101 0.75826 0.1 1.7 1.6
O -1.18300 2.95898 1.80530 -0.9 -0.3 -0.3
H -2.54197 4.23081 4.19151 0.2 0.1 -0.2
H -2.71163 5.54653 3.23242 0.1 0.0 -0.1
H -1.46359 4.42513 2.89673 -0.4 0.0 0.2
H -4.04367 3.16302 2.90999 -0.2 0.2 -0.1
H -3.86829 4.41237 1.63655 -0.2 -0.1 0.0
```
Forces are in eV/Å.

charge	+3
expectation value of S²	8.775
highest occupied orbital energy (spin up / spin down)	-14.8 / -14.8	eV
energy above the lowest of the compared OMol25 structures with the same formula, charge and spin	0.00	kcal/mol
energy	-3033.691624	Eh
HOMO-LUMO gap (spin up / spin down)	4.96 / 5.96	eV
maximum force	2.57	eV Å⁻¹
LUMO level (spin up / spin down)	-9.80 / -8.80	eV
spin multiplicity	6